Entry 1
The following is a quantum chemistry calculation of the molecule C3H6N2O2, from OMol25.

Properties
Kohn-Sham gap: 0.4018 hartree
Structure (SMILES): [H]/N=C(/NC=O)OC
HOMO: -10.22 eV

Each atom is followed by the atoms it is bonded to, with distances in Å.
Positions of all 13 atoms, in Å:
1 H -1.54786 -0.48551 -1.06846  N2 1.012
2 N -1.36319 0.33093 -0.50042  H1 1.012, C3 1.263
3 C -0.64272 0.14848 0.52137  N2 1.263, N4 1.438, O7 1.343
4 N -0.47866 1.25133 1.42904  C3 1.438, C5 1.431, H9 1.018
5 C 0.29139 2.16401 0.64112  N4 1.431, O6 1.200, H10 1.102
6 O -0.19832 3.02252 -0.03973  C5 1.200
7 O 0.09942 -0.90214 0.90654  C3 1.343, C8 1.421
8 C 0.58685 -1.74996 -0.12432  O7 1.421, H11 1.091, H12 1.096, H13 1.096
9 H -1.40055 1.67526 1.51416  N4 1.018
10 H 1.37489 1.96373 0.67734  C5 1.102
11 H 1.28720 -2.42553 0.36799  C8 1.091
12 H 1.11104 -1.14803 -0.87579  C8 1.096
13 H -0.20519 -2.33040 -0.61055  C8 1.096

=====

Entry 2
The following is a quantum chemistry calculation of the molecule C3H6N2O2, from OMol25.

Properties
Kohn-Sham gap: 0.3604 hartree
Structure (SMILES): O=CN[C@]1([O-])C[NH2+]1
HOMO: -9.02 eV

Each atom is followed by the atoms it is bonded to, with distances in Å.
Positions of all 13 atoms, in Å:
1 O 1.19314 1.04565 1.43884  C2 1.215
2 C 0.23684 0.40694 1.83218  O1 1.215, N3 1.380, H8 1.094
3 N -0.58957 -0.31752 0.99804  C2 1.380, C4 1.445, H9 1.014
4 C 0.19297 -0.65421 -0.16923  N3 1.445, O5 1.223, C6 1.461, N7 1.821
5 O 0.66055 -1.76855 -0.35866  C4 1.223
6 C 0.53517 0.57468 -0.88190  C4 1.461, N7 1.565, H10 1.092, H11 1.102
7 N -0.65356 -0.06857 -1.67106  C4 1.821, C6 1.565, H12 1.013, H13 1.009
8 H -0.00964 0.35548 2.89724  C2 1.094
9 H -1.12376 -1.06884 1.42018  N3 1.014
10 H 0.18377 1.55213 -0.54458  C6 1.092
11 H 1.56030 0.63568 -1.28108  C6 1.102
12 H -0.59042 -0.91709 -2.22077  N7 1.013
13 H -1.59580 0.22421 -1.45920  N7 1.009

=====

Which of them is the least stable? Correct choice: entry 2.